Arrangement w

Formula: CH2N4O3
Source: the Open Molecules 2025 dataset
Level of theory: ωB97M-V with the def2-TZVPD basis set

Geometry as XYZ:
```
10
Properties=species:S:1:pos:R:3
C 1.63056 1.06799 -0.53325
N 2.71035 1.19489 -0.20003
N 0.39832 0.70878 -0.88430
N -0.31028 -0.41866 -0.73904
N -1.42064 -0.05505 1.39860
O -1.16503 1.11895 1.66481
O -1.92407 -0.96693 1.99502
O 0.45796 -1.58990 -0.54704
H -0.18204 1.26030 -1.43384
H -0.19515 -2.32037 -0.72094
```

Output
- Kohn-Sham gap (spin up / spin down): 9.83 / 7.43 eV
- Highest occupied orbital energy (spin up / spin down): -10.25 / -8.92 eV
- Net charge: 0


Arrangement x

Formula: CH2N4O3
Source: the Open Molecules 2025 dataset
Level of theory: ωB97M-V with the def2-TZVPD basis set

Geometry as XYZ:
```
10
Properties=species:S:1:pos:R:3
C 0.31760 -0.22277 0.18612
H 3.06184 0.33354 -0.20310
H -2.21936 2.03751 0.19939
N 1.28408 0.52536 0.11570
N -1.25862 -1.78752 -0.16991
N -1.81051 -0.66575 -0.12368
N -0.93301 0.26031 0.49227
O 2.45238 -0.31358 -0.17815
O 0.26328 -1.56210 0.03576
O -1.15769 1.39500 -0.35440
```

Output
- Kohn-Sham gap: 9.22 eV
- Highest occupied orbital energy: -9.86 eV
- Net charge: 0


Pick arrangement w: it beats the second-best structure by 0.0302 hartree.